The following is a DFT calculation (wB97M-V/def2-TZVPD) of the ion C5H5O3 with charge -1.

The geometry in XYZ format:
```
13
Properties=species:S:1:pos:R:3:forces:R:3:lowdin_charge:R:1
O -2.193466 -1.339575 0.694701 -0.02 0.16 0.11 -0.0650
C -1.170636 -0.746197 0.306956 -0.15 0.28 0.15 -0.4790
C -0.143269 -1.288657 -0.468898 -0.09 -0.42 -0.22 -0.0231
C 1.018038 -0.589564 -0.807230 0.16 0.34 0.01 -0.4787
O 1.988791 -1.034222 -1.445117 0.10 0.14 0.05 -0.0638
C 1.096657 0.856919 -0.293446 0.30 0.03 -0.09 -0.1603
O -0.155166 1.479065 -0.106144 -0.01 -0.01 -0.03 -0.1495
C -0.981263 0.714419 0.743616 -0.24 -0.01 0.20 -0.1605
H -0.245863 -2.310459 -0.809903 0.00 -0.09 -0.02 0.0982
H 1.660058 0.853170 0.660385 -0.04 -0.02 -0.12 0.1227
H 1.644809 1.472373 -1.012602 0.00 -0.19 0.05 0.1180
H -1.952325 1.217242 0.766664 0.07 -0.19 0.03 0.1183
H -0.566364 0.715486 1.771016 -0.07 -0.02 -0.11 0.1228
```
Forces are in eV/Å.

Calculated values
* charge: -1
* SMILES: O=C1C=C([O-])COC1
* highest occupied orbital energy: -0.130 Ha
* HOMO-LUMO gap: 7.54 eV

The following is a DFT calculation (wB97M-V/def2-TZVPD) of the molecule C5H5O3P in a non-equilibrium geometry.

The geometry in XYZ format:
```
14
Properties=species:S:1:pos:R:3:forces:R:3:lowdin_charge:R:1
O 4.171158 1.052737 -1.015312 -0.71 -0.20 -0.08 0.0867
C 3.661302 0.215475 -0.337737 1.56 -1.38 2.08 -0.4630
O 2.364794 0.004628 -0.125554 -0.10 0.48 -0.69 -0.3122
P 1.716872 -1.344197 0.731242 -0.67 2.40 0.91 1.0329
C 0.063187 -0.790730 0.226916 -1.26 1.67 1.67 -0.4837
C -0.765040 0.183116 0.800086 0.27 -2.11 -2.03 -0.0346
C -1.849766 0.395171 -0.145894 3.11 -1.06 0.71 -0.0473
C -1.550163 -0.379795 -1.203738 -0.31 -0.85 -1.14 -0.1133
O -0.418102 -1.085882 -0.995981 -0.15 -0.77 -0.58 -0.0301
H 4.266895 -0.505366 0.350985 -0.35 0.86 -1.10 0.1383
H 1.747995 -2.155936 -0.308750 0.31 -1.86 -1.84 -0.0733
H -0.591133 0.620376 1.736969 0.01 0.59 1.00 0.0859
H -2.427951 1.229555 -0.169442 -2.21 1.77 0.21 0.0717
H -2.061936 -0.615293 -2.158630 0.51 0.45 0.88 0.1420
```
Forces are in eV/Å.

Calculated values
* charge: 0
* SMILES: O=COPc1ccco1
* highest occupied orbital energy: -0.341 Ha
* HOMO-LUMO gap: 9.66 eV

The following is a DFT calculation (wB97M-V/def2-TZVPD) of the molecule C5H5OPS2 in a non-equilibrium geometry.

The geometry in XYZ format:
```
14
Properties=species:S:1:pos:R:3:forces:R:3:lowdin_charge:R:1
C 3.930937 1.918120 0.278227 -1.85 -0.23 -0.30 0.1574
C 2.783228 1.523911 0.270764 2.49 0.36 0.16 -0.2057
C 0.480506 1.469107 0.990514 2.43 1.49 2.17 -0.5903
C 1.502287 0.970552 0.165699 -2.62 0.03 -1.12 -0.8268
C -2.375733 -0.763337 -1.028523 0.53 -1.26 3.66 -0.2990
O -3.805267 1.283206 -0.196757 1.83 0.19 -0.03 -0.4321
P -2.352824 0.953507 -0.489263 -1.65 -0.42 -0.29 0.5398
S -1.125159 1.013101 1.241889 -0.16 0.29 0.76 0.7077
S 1.043288 0.077075 -1.205107 0.31 0.08 0.43 0.7375
H 4.840446 2.411048 0.077651 0.54 0.04 0.23 0.0310
H 0.913558 2.238426 1.791953 -1.37 -1.65 -1.61 0.1221
H -1.467016 -1.273826 -1.083129 2.07 0.07 -0.66 -0.0268
H -2.785190 -1.475297 -0.253177 -0.67 1.28 -0.58 0.0867
H -2.853851 -0.826057 -1.914197 -1.87 -0.28 -2.82 -0.0013
```
Forces are in eV/Å.

Calculated values
* charge: 0
* highest occupied orbital energy (alpha / beta): -0.328 / -0.333 Ha
* HOMO-LUMO gap (alpha / beta): 6.81 / 6.58 eV

The following is a DFT calculation (wB97M-V/def2-TZVPD) of a structure of composition C5H5OPr in a non-equilibrium geometry.

The geometry in XYZ format:
```
12
Properties=species:S:1:pos:R:3:forces:R:3:mulliken_spin:R:1
C 0.628750 -1.119889 3.155935 -0.01 -1.45 -3.37 0.0108
C 0.693247 -1.630421 1.859576 0.01 0.17 2.04 0.0433
C 1.295119 0.224612 2.351714 -0.12 2.69 -0.42 0.0670
O 0.858624 0.865291 1.392674 0.37 -2.17 1.89 0.0005
Pr 0.089437 0.935047 -0.931019 -0.37 0.51 -1.15 2.8651
H 1.243271 -1.610689 3.926592 0.15 0.36 0.40 -0.0004
H -0.464897 -1.014307 3.336980 -0.14 0.46 0.42 0.0102
H 2.141803 0.647989 2.916138 0.12 -0.59 0.15 0.0039
C -1.085551 0.734841 -3.390250 -0.04 -0.04 -0.36 0.0004
C -1.600947 0.657636 -4.554003 -0.23 0.08 0.65 -0.0011
H -2.006019 -0.281823 -4.957165 0.15 0.09 -0.13 0.0003
H -1.792832 1.591716 -5.107176 0.11 -0.11 -0.13 -0.0001
```
Forces are in eV/Å.

Calculated values
* spin multiplicity: 4
* charge: +3
* highest occupied orbital energy (alpha / beta): -0.729 / -0.797 Ha
* HOMO-LUMO gap (alpha / beta): 4.53 / 6.70 eV

The following is a DFT calculation (wB97M-V/def2-TZVPD) of the molecule C5H6.

The geometry in XYZ format:
```
11
Properties=species:S:1:pos:R:3:forces:R:3:lowdin_charge:R:1
C 2.495348 -0.174750 -0.018760 -0.42 0.09 -0.08 0.1090
C 1.338262 0.081723 -0.237678 0.42 -0.11 0.09 -0.1213
C -0.052569 0.393979 -0.478938 0.09 0.13 -0.08 -0.3131
C -1.109055 -0.661838 -0.261340 -0.10 -0.18 -0.03 -0.1206
C -0.999020 0.479368 0.698497 -0.02 0.12 0.15 -0.1190
H 3.520921 -0.399474 0.175528 -0.19 0.04 -0.05 0.0206
H -0.228695 1.091919 -1.294206 0.05 -0.12 0.15 0.1349
H -1.944803 -0.674538 -0.953742 0.13 0.02 0.10 0.0991
H -0.775649 -1.640500 0.066399 -0.01 0.15 -0.04 0.1054
H -1.757770 1.256366 0.673413 0.14 -0.14 -0.01 0.0990
H -0.572769 0.285451 1.678817 -0.08 0.02 -0.20 0.1060
```
Forces are in eV/Å.

Calculated values
* charge: 0
* SMILES: C#CC1CC1
* highest occupied orbital energy: -0.347 Ha
* HOMO-LUMO gap: 10.66 eV

The following is a DFT calculation (wB97M-V/def2-TZVPD) of the molecule C5H6 in a non-equilibrium geometry.

The geometry in XYZ format:
```
11
Properties=species:S:1:pos:R:3:forces:R:3:lowdin_charge:R:1
C 2.061106 -0.080474 -0.132629 -2.72 -2.61 -1.21 0.0360
C 0.731550 -0.086206 0.091173 -0.82 1.02 1.03 -0.2001
C -0.495664 0.582764 0.592896 1.44 0.00 -2.98 -0.1298
C -1.430807 0.102890 -0.493529 2.04 -0.73 -2.40 -0.0946
C -0.573216 -0.852830 0.241274 1.32 0.06 0.18 -0.1248
H 2.253301 -1.017133 -0.710395 0.96 0.78 0.86 0.0654
H 2.779941 0.695476 -0.037499 0.09 0.59 0.09 0.0349
H -0.782186 1.313946 1.256798 -0.29 0.92 1.98 0.1033
H -2.439030 0.115178 -0.283736 -2.10 -0.01 0.81 0.0691
H -1.257757 0.105994 -1.615546 0.12 0.72 1.44 0.1246
H -0.818312 -1.654835 0.889805 -0.06 -0.74 0.20 0.1159
```
Forces are in eV/Å.

Calculated values
* charge: 0
* SMILES: C=C1[C@H]2C[C@@H]12
* highest occupied orbital energy: -0.322 Ha
* HOMO-LUMO gap: 9.96 eV